{"formula": "C19H25Cl2F3N2O5S", "method": "ωB97M-V/def2-TZVPD", "elements": ["C", "C", "Cl", "C", "C", "C", "C", "N", "S", "N", "C", "C", "Cl", "C", "C", "O", "C", "F", "F", "F", "H", "H", "H", "H", "H", "H", "H", "H", "H", "O", "C", "O", "C", "C", "C", "H", "H", "H", "H", "H", "H", "H", "H", "O", "C", "O", "C", "C", "C", "H", "H", "H", "H", "H", "H", "H", "H"], "positions_angstrom": [[2.675574, -2.032466, 3.105584], [1.185961, -1.740844, 2.781965], [0.382179, -1.393856, 4.379456], [1.036365, -0.551751, 1.745007], [0.094030, 0.534049, 2.293255], [0.690538, 1.599359, 2.904490], [-0.119385, 2.635630, 3.468609], [0.288220, 3.738024, 4.130014], [-1.102279, 4.485651, 4.512323], [-2.257831, 3.533034, 3.893019], [-1.552434, 2.519174, 3.344114], [-2.144078, 1.391887, 2.689831], [-3.897805, 1.325651, 2.574903], [-1.358984, 0.401034, 2.167333], [-1.945477, -0.852416, 1.490408], [-2.031017, -1.988175, 2.386442], [-3.078009, -1.973022, 3.235385], [-4.268267, -1.746102, 2.647153], [-3.150742, -3.216471, 3.777269], [-2.939165, -1.125291, 4.272755], [2.678148, -2.689561, 3.989588], [3.122111, -1.077740, 3.425439], [3.199452, -2.491500, 2.252825], [0.674072, -2.611257, 2.350030], [0.650414, -0.907385, 0.779108], [2.020525, -0.092036, 1.561523], [1.781213, 1.646678, 2.966698], [-1.192958, -1.132540, 0.722522], [-2.868989, -0.627333, 0.942727], [-0.981518, -0.810257, -1.175447], [-1.677313, -0.659554, -2.149116], [-2.803065, 0.062557, -2.036945], [-3.604065, 0.474797, -3.149605], [-4.600733, -0.596157, -3.540354], [-1.364837, -1.336416, -3.459289], [-2.978099, 0.788067, -3.986212], [-4.140159, 1.363101, -2.816340], [-4.101053, -1.507306, -3.870900], [-5.244924, -0.244136, -4.346928], [-5.222501, -0.865031, -2.685471], [-1.777094, -2.345535, -3.441845], [-0.283583, -1.391284, -3.574347], [-1.737328, -0.801370, -4.329936], [1.772325, -0.848868, -3.234969], [2.559413, -0.019970, -2.864868], [3.345014, 0.598981, -3.762708], [4.166395, 1.730483, -3.458346], [5.513224, 1.305599, -2.911132], [2.745020, 0.276168, -1.398655], [3.646368, 2.423726, -2.795241], [4.309489, 2.255987, -4.402212], [5.411139, 0.765996, -1.968817], [6.150464, 2.174698, -2.743263], [6.011551, 0.633989, -3.611149], [3.450405, -0.440226, -0.977341], [1.781688, 0.162036, -0.906789], [3.082391, 1.289499, -1.191550]], "forces_ev_per_angstrom": [[-1.0, 0.1, 0.4], [0.5, 0.2, -0.7], [0.2, -0.2, -0.4], [-0.7, 0.2, 0.9], [0.3, -0.1, -0.6], [-0.1, 0.2, 0.0], [-0.2, -0.5, -0.2], [-1.5, -0.5, -0.3], [-0.1, 0.5, 0.2], [1.9, -0.2, 0.0], [-0.5, 0.1, 0.0], [-0.2, -0.2, -0.3], [0.8, 0.3, 0.1], [0.1, -0.2, 0.3], [1.6, 0.8, -0.5], [-0.9, 0.7, -0.2], [0.1, -1.4, 0.7], [0.5, 0.2, 0.1], [0.1, 0.6, -0.2], [-0.2, 0.0, -0.6], [0.3, 0.0, -0.5], [0.1, -0.4, -0.3], [-0.1, 0.3, 0.3], [0.1, 0.2, 0.5], [0.3, -0.1, 0.4], [-0.3, -0.2, 0.2], [-0.4, 0.1, 0.1], [-1.0, -0.1, 0.9], [0.1, -0.3, 0.5], [0.0, 0.3, -0.4], [0.1, -0.4, -0.4], [0.1, 0.4, 0.4], [-0.2, -0.1, -0.2], [0.1, -0.2, 0.0], [0.3, 0.3, -0.3], [0.1, -0.1, 0.0], [0.1, 0.0, 0.2], [0.0, 0.1, -0.1], [0.0, 0.0, 0.0], [0.0, 0.1, 0.0], [0.0, 0.0, 0.0], [-0.1, -0.1, 0.2], [-0.2, -0.1, 0.0], [0.2, 0.1, -0.3], [0.1, -0.1, 0.4], [-0.2, 0.0, -0.4], [0.3, 0.1, 0.1], [0.0, -0.2, 0.1], [-0.3, 0.5, 0.1], [0.0, -0.1, 0.1], [-0.1, -0.1, -0.1], [0.0, 0.1, 0.0], [0.0, 0.0, 0.0], [0.0, 0.1, -0.1], [0.0, 0.0, 0.0], [0.0, -0.2, -0.1], [0.2, -0.1, 0.0]], "lowdin_charge": [-0.136, -0.629, 0.672, -0.148, -0.212, 0.006, -0.350, -0.219, 0.991, -0.225, -0.379, -0.498, 0.745, -0.146, -0.108, 0.030, -0.713, 0.130, 0.139, 0.130, 0.062, 0.075, 0.083, 0.099, 0.090, 0.101, 0.127, 0.087, 0.117, 0.079, -0.487, 0.006, -0.229, -0.063, 0.025, 0.114, 0.124, 0.068, 0.083, 0.085, 0.102, 0.060, 0.076, 0.100, -0.508, 0.005, -0.234, -0.065, 0.020, 0.114, 0.123, 0.067, 0.082, 0.084, 0.102, 0.067, 0.076], "e_tot_ev": -77359.271, "total_charge": 0, "lumo_ha": -0.02037, "homo_lumo_gap_ha": 0.30290}



{"formula": "C28H25CoF5NOS", "method": "ωB97M-V/def2-TZVPD", "elements": ["C", "C", "C", "H", "C", "C", "H", "C", "C", "C", "H", "C", "C", "H", "H", "H", "H", "H", "H", "Co", "C", "C", "C", "H", "H", "H", "H", "H", "H", "C", "C", "H", "H", "O", "N", "C", "H", "C", "C", "H", "C", "H", "C", "H", "C", "H", "C", "H", "H", "H", "F", "C", "C", "F", "C", "F", "C", "S", "C", "F", "C", "F"], "positions_angstrom": [[-1.167350, -2.148591, -1.664556], [-1.904824, -0.996213, -2.078077], [-0.937933, -0.015234, -2.530612], [-2.980789, -0.941847, -2.208533], [0.367075, -0.521907, -2.181940], [0.214763, -1.867616, -1.746451], [1.317218, -0.014396, -2.290794], [-1.949951, -1.934955, 2.370684], [-2.570351, -1.505337, 1.208954], [-2.357977, -0.066491, 1.055401], [-3.138238, -2.109513, 0.513985], [-1.482407, 0.310612, 2.196435], [-1.262507, -0.831062, 2.958267], [-1.138654, 0.853879, -3.138372], [1.021634, -2.570030, -1.610318], [-1.596485, -3.115917, -1.448220], [-0.699986, -0.861748, 3.885702], [-3.110040, 0.602775, 0.628829], [-1.973374, -2.914798, 2.823367], [-0.976010, 0.061597, -0.472486], [-0.918475, 1.672528, 2.511107], [-0.683007, 1.917776, 4.009546], [-1.855144, 2.752215, 1.939210], [-1.607562, 1.835428, 4.589147], [-0.313193, 2.949731, 4.130786], [0.070506, 1.235216, 4.432578], [-2.846561, 2.642660, 2.403087], [-1.927360, 2.638987, 0.841170], [-1.476564, 3.754617, 2.176769], [0.520604, 1.797531, 1.901346], [0.613800, 2.124221, 0.455240], [1.092989, 0.845258, 2.069524], [1.029129, 2.633913, 2.422238], [-0.144204, 1.560676, -0.417176], [1.521194, 3.032430, 0.042680], [2.195506, 2.922514, -1.283682], [2.145758, 3.424392, 0.754407], [1.283535, 2.992035, -2.477539], [1.589253, 2.260513, -3.639312], [2.546955, 1.730965, -3.727622], [0.676997, 2.224651, -4.700338], [0.873607, 1.607232, -5.581984], [-0.481379, 3.007835, -4.649340], [-1.216838, 2.962736, -5.455720], [-0.672809, 3.895641, -3.581413], [-1.518304, 4.588116, -3.575977], [0.237432, 3.916456, -2.517059], [0.186950, 4.647345, -1.703175], [2.711533, 1.949220, -1.258306], [2.948558, 3.730540, -1.328945], [2.015267, -7.648049, 1.321054], [1.844487, -6.313819, 1.277290], [2.910458, -5.444911, 1.524598], [4.134607, -5.950512, 1.792060], [2.713486, -4.065626, 1.506708], [3.766076, -3.245439, 1.714159], [1.446999, -3.471443, 1.240640], [1.212602, -1.802699, 1.168068], [0.409628, -4.405368, 0.981092], [-0.826542, -3.950681, 0.654533], [0.585424, -5.779877, 1.005369], [-0.469214, -6.588163, 0.761917]], "forces_ev_per_angstrom": [[0.3, 0.2, -0.6], [0.9, -0.1, -1.3], [0.0, -0.9, -0.1], [0.2, 0.0, 0.0], [-0.5, -0.8, -1.0], [-1.0, 0.5, -0.5], [-0.2, -0.1, -0.1], [-0.2, 0.7, -0.1], [-0.2, 0.7, 0.8], [0.8, -0.4, 1.1], [0.0, 0.0, 0.1], [-1.0, -0.8, 0.3], [-0.7, 0.5, -0.3], [-0.1, 0.2, 0.4], [-0.1, 0.1, 0.5], [0.0, 0.2, 0.4], [0.1, -0.1, -0.2], [0.1, -0.1, 0.0], [0.1, -0.2, -0.3], [-2.3, -5.5, 0.6], [0.2, -0.1, -0.5], [-0.1, 0.2, 0.1], [0.2, -0.1, 0.0], [0.1, -0.2, -0.1], [0.0, -0.2, 0.1], [-0.3, 0.2, -0.2], [0.2, 0.0, -0.3], [-0.2, 0.2, 0.6], [0.0, 0.0, -0.1], [0.3, 0.6, 0.4], [-1.6, -1.2, -1.7], [-0.4, 0.7, -0.1], [0.1, -0.5, 0.0], [4.8, 6.3, 2.1], [0.8, 0.3, -0.2], [0.1, -0.3, 0.5], [-0.7, -0.4, -0.3], [0.3, 0.5, -0.9], [-0.4, 0.0, 0.1], [-0.6, -0.1, 0.2], [0.1, 0.4, 0.0], [0.0, 0.2, 0.4], [0.1, 0.2, 0.2], [0.3, 0.0, 0.2], [0.3, 0.0, 0.1], [0.2, -0.3, -0.1], [-0.1, -0.3, -0.2], [-0.4, -0.4, -0.2], [0.0, 0.3, -0.3], [-0.3, -0.4, 0.1], [0.1, -0.1, 0.0], [-0.2, 0.5, 0.0], [-0.3, 0.4, 0.0], [-0.2, 0.0, -0.1], [-0.6, -0.1, -0.2], [-0.1, -0.5, 0.0], [0.2, -1.2, -0.2], [0.4, 1.1, 0.3], [0.0, 0.2, -0.1], [0.7, -0.5, 0.2], [0.3, 0.3, 0.1], [0.4, 0.0, 0.1]], "lowdin_charge": [-0.154, -0.194, -0.209, 0.097, -0.182, -0.173, 0.079, -0.159, -0.150, -0.219, 0.086, -0.267, -0.135, 0.081, 0.085, 0.091, 0.093, 0.100, 0.086, 0.636, -0.493, -0.062, -0.041, 0.089, 0.075, 0.086, 0.096, 0.077, 0.080, -0.059, -0.348, 0.115, 0.118, -0.084, 0.092, -0.102, 0.147, -0.237, -0.056, 0.120, -0.089, 0.108, -0.108, 0.101, -0.081, 0.100, -0.044, 0.117, 0.133, 0.132, 0.075, -0.166, -0.155, 0.075, -0.245, 0.034, -0.610, 0.670, -0.222, 0.041, -0.154, 0.083], "de_lowest_kcal_mol": 0.0, "s_squared": 3.769, "multiplicity": 4, "e_tot_ev": -95027.043, "total_charge": -1, "lumo_ha": [0.08049, 0.08003], "homo_lumo_gap_ha": [0.19400, 0.20201]}



{"formula": "C22H18F3N3O3", "method": "ωB97M-V/def2-TZVPD", "elements": ["C", "O", "C", "C", "C", "C", "N", "C", "O", "C", "C", "C", "C", "C", "C", "C", "C", "C", "C", "C", "F", "F", "F", "C", "C", "C", "N", "C", "O", "C", "N", "H", "H", "H", "H", "H", "H", "H", "H", "H", "H", "H", "H", "H", "H", "H", "H", "H", "H"], "positions_angstrom": [[1.695263, -5.500329, 5.815247], [1.844917, -5.856215, 4.435299], [1.724784, -4.858194, 3.480453], [2.142921, -5.104301, 2.117859], [1.986383, -4.142591, 1.112373], [1.407765, -2.876091, 1.467383], [1.304861, -1.881296, 0.464871], [1.448409, -0.493981, 0.615300], [1.401350, -0.106790, 1.767195], [1.830569, 0.431449, -0.573156], [3.291073, 0.910569, -0.545787], [0.682510, 1.419536, -0.718983], [-0.002699, 0.867803, -1.946137], [-1.188439, 1.386328, -2.477075], [-1.744342, 2.735701, -2.101072], [-1.010913, 3.983256, -2.211921], [-1.597357, 5.138298, -1.753789], [-2.839677, 5.063971, -1.057264], [-3.526367, 3.906161, -1.081453], [-4.989687, 3.976731, -0.543463], [-5.019032, 5.017276, 0.346606], [-5.114485, 2.837912, 0.192964], [-5.910453, 4.016232, -1.560665], [-2.994980, 2.737038, -1.548531], [-1.537128, 0.727255, -3.646041], [-0.791525, -0.395219, -4.187124], [0.302071, -0.846153, -3.650890], [0.619561, -0.249412, -2.442381], [1.772046, -0.371830, -1.758116], [0.979463, -2.766247, 2.839219], [1.138534, -3.674193, 3.825152], [1.877841, -4.399206, 5.894411], [2.545532, -5.954003, 6.386622], [0.752711, -5.907258, 6.345169], [2.591024, -6.068448, 1.908086], [2.363848, -4.369962, 0.120099], [1.603222, -2.152067, -0.491382], [3.482635, 1.301852, 0.441520], [3.457133, 1.689371, -1.297041], [3.936404, 0.063002, -0.666766], [0.916035, 2.466123, -0.884712], [0.048644, 1.398145, 0.226972], [0.063684, 3.819792, -2.413040], [-1.109271, 6.105523, -1.888505], [-3.194067, 6.083832, -0.834710], [-3.467371, 1.771043, -1.244559], [-2.338632, 1.035346, -4.306938], [-1.078789, -0.948228, -5.087729], [0.244017, -1.967534, 3.116427]], "forces_ev_per_angstrom": [[0.6, 0.3, 1.2], [-0.1, 0.6, -1.0], [-0.6, 1.3, -0.4], [-0.4, 0.1, 1.3], [-0.3, 0.8, 1.8], [0.5, -1.5, 1.3], [0.5, 1.0, -2.7], [1.0, -2.1, 2.7], [-0.2, 1.5, -0.5], [-0.1, -0.9, -0.3], [-1.2, 0.4, 0.9], [-1.0, 0.1, 0.8], [-2.0, 0.8, 1.6], [1.7, 0.3, -1.8], [0.7, 0.2, 0.2], [0.1, -2.7, 0.5], [-0.1, -0.3, 0.7], [1.9, 2.7, -2.6], [-2.9, 1.1, 0.8], [3.2, -1.0, 0.2], [-1.5, -0.7, -1.3], [-1.4, 0.5, -0.4], [0.7, 0.3, 2.1], [-0.3, -1.8, 0.6], [-0.3, -1.4, -1.7], [-1.3, 1.5, 0.8], [2.1, -0.2, 3.4], [-0.6, 1.7, -2.0], [1.3, -2.5, -1.1], [-1.2, 0.7, -1.0], [0.9, -1.7, -1.6], [-0.9, -0.9, 0.3], [-0.6, 0.0, -0.7], [1.1, 1.0, -1.4], [-0.1, 0.1, -0.1], [-0.2, 0.2, 0.0], [-0.5, -0.2, 1.0], [0.2, 0.4, 0.3], [0.0, -0.3, 0.1], [0.4, -0.4, -0.4], [0.6, 0.1, 0.1], [0.6, 0.1, -1.3], [-0.7, 0.8, -0.6], [0.0, -0.3, 0.3], [-0.5, -1.1, 0.5], [0.2, 0.9, -0.9], [-0.2, 0.3, 0.4], [-0.3, 0.7, 0.2], [1.4, -0.4, -0.3]], "lowdin_charge": [-0.092, -0.100, -0.295, 0.001, -0.006, -0.188, 0.126, -0.361, 0.077, -0.369, 0.039, -0.014, -0.100, -0.119, -0.142, -0.008, -0.051, -0.019, -0.140, -0.484, 0.111, 0.112, 0.136, 0.015, 0.002, -0.136, 0.139, -0.236, 0.003, -0.068, 0.109, 0.084, 0.085, 0.111, 0.106, 0.110, 0.147, 0.090, 0.101, 0.088, 0.114, 0.160, 0.120, 0.110, 0.133, 0.157, 0.106, 0.111, 0.125], "de_lowest_kcal_mol": 59.2, "e_tot_ev": -41869.706, "total_charge": 0, "lumo_ha": 0.01211, "smiles": "COc1ccc(NC(=O)[C@]2(C)Cc3c(-c4cccc(C(F)(F)F)c4)ccnc3O2)cn1", "homo_lumo_gap_ha": 0.31132}